This record from the Open Molecules 2025 dataset describes C52H50Cl2GeIN4O3PtS3 as an isolated structure. The level of theory is wB97M-V/def2-TZVPD.

## Properties
HOMO energy (alpha / beta) in eV: -10.446 / -10.446
LUMO level (alpha / beta) in eV: -5.40 / -5.40
Kohn-Sham gap (alpha / beta) in eV: 5.045 / 5.044

Geometry as ORCA input:
```
! RIJCOSX wB97M-V def2-TZVPD def2/J DEFGRID3
* xyz 1 1
Pt -0.28793 -0.14548 -0.25878
I -2.69289 -3.78884 -4.92147
Ge -1.12356 -2.20715 0.87285
Cl 2.01873 0.81638 4.62892
Cl 6.50844 1.04312 1.57639
S 0.31249 3.09211 -3.77132
S -3.39501 0.48333 -4.34091
S -1.58895 4.20891 -1.03141
O 2.48266 -1.85360 -1.04932
O -1.30404 1.38915 -1.05578
O 1.32111 -0.98651 0.68258
N 2.15700 1.03988 -2.29518
N 0.41252 -2.25283 -2.55234
N 4.65007 -0.26567 3.49366
N -0.59005 -1.54851 -2.01227
C 2.97908 0.79877 -3.30041
C 2.69504 2.87478 3.07052
C 2.37596 -1.46870 0.11580
C -3.92168 0.52869 -1.84809
C 2.52299 -3.89909 3.71488
C -2.46634 -2.42590 3.39261
C 3.36851 -2.06781 2.37811
C -0.62842 1.63955 -3.41094
C 4.70291 3.02143 1.78150
C -2.96165 0.91304 -2.73438
C -2.17871 3.18299 -2.27613
C 3.52377 3.59690 2.22719
C 2.29334 2.35347 -2.01654
C -0.32712 -1.71310 5.00171
C -3.94277 -4.55948 -1.10835
C 3.28248 -0.54896 -3.80728
C -1.38525 -2.86910 -3.63076
C -2.61461 -2.40546 4.77218
C 3.04562 1.59838 3.47596
C -0.17650 -1.73401 3.62317
C 4.22321 0.97349 3.04324
C -5.21059 -2.73395 -0.19855
C -2.78291 -4.00544 -0.58735
C -3.03716 5.26097 -2.84723
C -1.03264 2.89246 2.83909
C -2.56763 0.98174 2.33500
C -2.34488 5.58085 -1.72173
C -2.93966 3.87852 -3.16667
C -1.24850 -2.07947 2.80290
C -2.81828 -2.80793 0.12956
C 3.84529 -1.45938 3.53828
C -1.54569 -2.04250 5.57811
C -1.43575 1.84544 1.79878
C -0.20265 1.03527 1.41638
C 1.72866 2.96586 -0.81783
C 3.60079 -1.48307 1.00948
C -4.85288 -0.24215 -3.81947
C 1.14698 2.33652 -5.04008
C 0.79890 1.02655 -5.15328
C -0.23859 0.64105 -4.23147
C 2.71099 -3.29273 2.48720
C 2.99683 -3.28329 4.86643
C -0.02152 -3.05978 -3.52793
C 3.75829 2.02778 -3.69025
C 3.33012 2.99278 -2.88794
C 5.02495 1.73549 2.17474
C -5.15983 -3.92081 -0.91533
C 3.65615 -2.07125 4.77333
C -1.69750 -1.92672 -2.64625
C -1.73813 1.71924 -2.34700
C -5.00618 -0.14584 -2.47116
C -4.04775 -2.17828 0.31679
H -1.65942 -2.02417 6.65441
H -5.85983 -0.54218 -1.94238
H -6.16083 -2.24170 -0.03259
H -5.51336 -0.70439 -4.53502
H -6.06782 -4.35081 -1.31770
H 1.77567 4.05192 -0.84895
H 0.51624 -1.44895 5.62738
H -3.41757 3.42052 -4.02162
H -2.85676 0.22452 1.60202
H -1.89985 3.46770 3.16889
H 2.85507 -3.74934 5.83250
H 5.38439 3.56089 1.13814
H 2.34735 -3.77621 1.58653
H 4.50428 2.06019 -4.46894
H -3.56456 -2.67424 5.21560
H 0.78351 -1.47946 3.19208
H 5.60301 -0.45946 3.22207
H 2.00712 -4.84818 3.77791
H 0.71537 2.61105 -0.63839
H 4.03869 -1.57483 5.65548
H -0.67906 -0.34351 -4.23314
H 4.37592 -2.03839 0.47995
H -0.07043 -3.21651 0.39173
H -1.83694 -4.51152 -0.74922
H 2.35196 2.62255 0.02269
H -2.66339 -1.54413 -2.36615
H 3.62542 4.02833 -2.82965
H 3.72496 -0.51529 -4.80082
H 4.00914 -0.98937 -3.11339
H -2.27554 0.46525 3.25224
H 0.63808 1.71336 1.24200
H -3.89704 -5.48761 -1.66319
H 1.78043 3.30381 3.45614
H 0.10101 0.39138 2.24097
H -0.30257 3.59471 2.42727
H 3.93587 -0.44823 1.07865
H 1.18905 0.36907 -5.91869
H -2.27380 6.54120 -1.23694
H -3.60934 5.97506 -3.42086
H -4.11410 -1.25467 0.87883
H -3.44873 1.58905 2.55245
H 1.85141 2.88690 -5.64192
H 0.64401 -3.71754 -4.06184
H 1.32613 -2.16057 -2.06264
H 3.26474 4.60743 1.94159
H -1.80104 2.37123 0.91785
H 2.40211 -1.18267 -3.78829
H -3.30958 -2.71648 2.77987
H -0.59085 2.41622 3.71918
H -3.83824 0.72593 -0.78827
*
```

---

This record from the Open Molecules 2025 dataset describes C52H50FLaN7O11 as an isolated structure in a non-equilibrium geometry. The level of theory is wB97M-V/def2-TZVPD.

## Properties
HOMO energy in eV: -8.505
LUMO level in eV: -3.35
Kohn-Sham gap in eV: 5.159

Geometry as ORCA input:
```
! RIJCOSX wB97M-V def2-TZVPD def2/J DEFGRID3
* xyz 1 1
La -1.83860 1.20530 -0.37095
F 3.49816 -4.63554 -0.25037
O -2.73701 -1.01432 -0.61028
O -0.16546 -1.70812 -1.01228
O -0.34370 0.98843 -2.29959
O -0.45607 0.29129 1.60016
O -4.26877 -2.12812 -1.75577
O -5.35284 3.31463 7.20223
O -7.13914 3.37750 5.77692
O -1.96761 3.58508 -0.46112
O -4.44297 1.23486 -1.53051
O -3.00365 1.56861 1.70889
O -5.16677 1.91151 1.12893
N 2.82244 2.32725 -2.41672
N 2.58137 -7.28542 -0.83430
N 0.33651 2.48736 0.59537
N 4.61371 -9.06859 -0.42037
N 1.45396 2.41143 -2.53998
N 0.58079 3.67902 1.04711
N -1.62848 -5.28664 -2.17933
C 0.91351 0.36045 1.50902
C -1.65772 -6.79954 -4.13671
C 0.80635 8.42583 2.62145
C -4.53306 2.32294 3.37383
C 3.18892 0.99387 -2.37632
C -0.99536 -0.90894 2.20284
C -2.15699 6.80913 0.98948
C -2.42733 -4.19860 -1.97181
C 1.45588 6.24428 1.79984
C 0.55412 -6.29374 -1.62429
C 2.22310 -4.85485 -0.69399
C 0.91635 1.13239 -2.41668
C 1.86286 -0.58921 1.87166
C -1.59527 4.55516 0.24079
C -0.81791 7.04688 1.42287
C -0.27427 4.70272 0.79391
C 3.72841 -8.67498 0.70819
C -0.17400 3.87848 -3.61716
C -3.62388 2.77652 5.58490
C -6.67911 3.71562 7.05085
C 2.68511 1.88770 0.85088
C 3.92193 -9.02414 -1.72526
C -5.85893 2.62310 3.68335
C 3.32290 -7.28713 0.43977
C 2.06059 0.24357 -2.37665
C -0.46491 8.23148 2.08705
C -3.13997 -1.96037 -1.33734
C 0.13225 5.98859 1.36000
C 3.64810 3.31899 -3.02465
C -6.01793 3.02797 5.03021
C 1.45661 -3.76372 -0.77962
C 0.56018 5.98699 -1.95048
C 3.43176 -7.64539 -1.92881
C -0.66473 -2.78184 -1.26577
C 3.24916 -0.29947 1.71447
C 1.79424 -6.11013 -1.05291
C -2.03970 -2.99276 -1.59736
C 1.78466 7.39740 2.45657
C 1.34003 1.61019 0.98666
C -3.47657 2.44421 4.23450
C 0.14384 -4.00051 -1.23890
C -2.54758 5.62934 0.49076
C -4.24469 1.85231 1.96704
C -0.31621 -5.19278 -1.72022
C 1.27727 4.84181 -1.89358
C 0.84864 3.70145 -2.67142
C -2.21303 -6.52430 -2.76453
C 3.64370 0.92469 1.18786
C 4.59397 0.54967 -2.33978
C -4.92959 3.06302 5.91818
C -0.44705 6.12018 -2.86452
C -0.79615 5.07998 -3.67908
H 4.25533 -6.71478 0.44795
H 2.15917 5.46889 1.74243
H 1.06096 9.37148 3.09568
H -0.61257 -7.05868 -4.03108
H -3.62538 5.51330 0.20506
H 0.33609 -7.33949 -1.94033
H -1.13112 9.08926 2.19120
H -1.56685 5.30158 -4.43591
H 1.76638 -2.79849 -0.54570
H 4.69530 1.17970 1.00869
H -2.90193 7.57265 1.09448
H -2.51261 2.26772 3.72684
H 2.12439 4.78572 -1.22322
H -1.81277 -5.87795 -4.75030
H 5.20647 0.93825 -1.55917
H 1.96468 -0.79128 -2.08745
H 4.61829 2.86879 -3.19570
H 3.02027 2.69982 0.28295
H -6.71076 2.52339 3.00059
H 2.77406 7.56843 2.89370
H 2.89484 -7.51938 -2.83469
H -1.98387 -7.32222 -2.08866
H -0.54090 -1.16246 3.18355
H 3.73054 4.18169 -2.33784
H 4.55229 -9.38957 -2.52137
H 4.37563 -8.80927 1.54755
H -0.48007 2.98117 -4.09946
H 4.28915 -6.93993 -2.05702
H -2.89124 2.81647 6.38836
H 3.97878 -1.06681 1.94069
H -4.46112 0.24001 -1.49428
H -0.94768 -1.70651 1.45462
H -6.74607 4.75339 7.21573
H 1.49545 -1.53613 2.19433
H 3.11593 -9.72402 -1.68366
H -2.03656 -0.67004 2.38890
H 3.26091 3.64058 -3.95355
H 2.63748 -6.90011 1.26585
H -3.44276 -4.46113 -2.18095
H 2.90298 -9.38969 0.72055
H 4.66098 -0.57031 -2.41433
H -7.30025 3.17162 7.79213
H -2.18778 -7.64233 -4.56899
H 5.01011 0.94658 -3.29651
H -3.29026 -6.36551 -2.71884
H 5.39702 -8.44069 -0.55507
H -0.82772 7.11126 -2.87676
H -4.94538 1.52691 -0.69141
H 5.04537 -9.98484 -0.21778
H 0.79837 6.82289 -1.32891
*
```

---

This record from the Open Molecules 2025 dataset describes C52H50HgN5O6P2STe as an isolated structure in a non-equilibrium geometry. The level of theory is wB97M-V/def2-TZVPD.

## Properties
HOMO energy (alpha / beta) in eV: -5.140 / -7.258
LUMO level (alpha / beta) in eV: -0.77 / -0.77
Kohn-Sham gap (alpha / beta) in eV: 4.365 / 6.483

Geometry as ORCA input:
```
! RIJCOSX wB97M-V def2-TZVPD def2/J DEFGRID3
* xyz 0 2
Hg 0.78997 -0.30054 -0.52845
Te 4.19443 0.37458 2.06821
S -5.75497 -1.44783 -4.21918
P 1.14391 0.87273 1.81199
P 1.96669 -1.75728 1.36521
O -5.69823 -2.33505 0.48532
O -4.47926 -1.16826 -4.84116
O 0.97558 0.47962 -2.54940
O -6.40129 -2.68820 -4.55348
O -4.43698 -2.00575 2.19851
O 0.77139 3.76093 -3.96370
N -0.26650 1.40678 -5.00367
N 5.65425 0.22748 6.75982
N -3.45695 -2.12796 -1.20141
N -4.61169 -2.11211 1.00279
N -1.47275 -1.40959 -0.56515
C 1.63378 2.47271 2.54268
C -0.04012 -3.64128 1.05895
C -0.84010 2.04156 -3.89808
C 4.48466 1.41294 -2.82070
C -1.10094 -4.43348 1.46563
C 4.49784 -4.57454 2.91197
C -0.55462 0.87831 2.49284
C -0.87258 3.76152 -2.19592
C -1.72345 -1.88462 -2.99418
C -0.98795 -3.45461 3.65901
C 4.37507 -0.70138 4.95957
C 0.55942 -2.75610 1.95356
C 2.18586 1.21982 -4.45163
C 1.06667 1.21229 -5.31609
C -2.02532 3.20684 -1.64784
C -2.21457 -1.78860 -1.59631
C -4.53157 -2.56062 -2.07936
C -2.85519 1.51446 2.15856
C -2.14207 0.65239 4.28535
C 5.56219 -4.55181 2.02237
C -2.04094 1.55702 -3.38615
C 1.31733 4.94857 -3.43433
C 3.38898 -3.77056 2.69625
C 0.08992 -2.67648 3.26027
C -6.87728 -0.07323 -4.55127
C 2.32337 4.89041 3.71212
C 2.19680 -0.39971 2.51809
C 4.79135 0.31014 4.10668
C 6.04429 1.19716 5.93884
C -7.51057 -0.28583 -5.91698
C -2.62529 2.12170 -2.26139
C 1.88553 4.85718 2.39796
C 3.35041 -2.92782 1.58861
C 2.41325 3.71456 4.44743
C -0.84347 0.54259 3.81158
C 4.59652 1.55844 -4.20411
C 4.41713 -2.91272 0.69357
C 5.52028 -3.72225 0.91109
C -3.14727 1.14131 3.46230
C -3.48748 -1.95081 0.17769
C -5.47130 -1.39685 -2.43802
C 3.25668 1.10788 -2.26281
C 2.06650 2.50627 3.86827
C -0.28890 3.21393 -3.32762
C 1.53653 3.64865 1.81064
C 5.64627 1.28170 4.61277
C -1.58042 -4.33468 2.76576
C -2.24061 -1.52012 0.54583
C 3.47036 1.46815 -4.99057
C 4.83574 -0.69898 6.26721
C -1.56490 1.37513 1.67103
C 2.10127 0.93341 -3.04118
H 1.20222 3.60860 0.77960
H 4.54599 -1.48224 6.96029
H -8.06438 -1.22266 -5.92756
H 2.59184 5.83373 4.17014
H -1.49650 -2.92603 -3.23584
H -2.50682 0.70932 -3.87486
H 2.11423 5.23455 -4.11583
H -0.80914 -1.29635 -3.07968
H 3.54646 1.62711 -6.06101
H 2.14700 1.58463 4.43039
H -1.56054 -5.12460 0.76924
H 2.55632 -3.79473 3.38751
H 3.16202 0.96422 -1.18717
H 0.32534 -3.69231 0.03873
H -8.18476 0.53329 -6.15863
H 5.98883 2.09471 3.98447
H 0.57086 -1.99319 3.94960
H 3.70498 -1.47661 4.61045
H -1.33135 1.64618 0.64525
H 4.52917 -5.21753 3.78248
H -0.93244 0.98966 -5.63177
H 1.24925 1.06075 -6.37366
H -2.37091 0.36226 5.30294
H -3.63842 1.90134 1.51717
H 6.70603 1.94165 6.36919
H 6.42293 -5.18527 2.19284
H 5.56486 1.75462 -4.64668
H -7.61387 -0.06881 -3.74745
H -2.46185 -1.52333 -3.70870
H -4.15758 1.23857 3.83709
H -4.08353 -2.95701 -2.98986
H -1.88486 -1.32336 1.54130
H 1.82280 5.77333 1.82460
H -1.36610 -3.37731 4.67049
H -4.99378 -0.43499 -2.24885
H -2.41877 -4.94326 3.07984
H -3.54531 1.70959 -1.86082
H 2.75926 3.73463 5.47322
H 1.73896 4.78151 -2.43859
H -2.45938 3.65001 -0.75990
H 4.37573 -2.26693 -0.17521
H -6.41643 -1.46296 -1.90533
H 5.35717 1.51791 -2.18728
H 6.35148 -3.69933 0.21860
H -0.44208 4.64014 -1.73514
H -0.04765 0.20227 4.46358
H -6.73700 -0.34186 -6.68269
H -5.09026 -3.35262 -1.59514
H 0.57158 5.74857 -3.38961
H -6.25633 0.82062 -4.50799
*
```

---

This record from the Open Molecules 2025 dataset describes C52H51Br2LaN3O3P2S5 as an isolated structure in a non-equilibrium geometry. The level of theory is wB97M-V/def2-TZVPD.

## Properties
HOMO energy (alpha / beta) in eV: -5.476 / -8.011
LUMO level (alpha / beta) in eV: -0.01 / -0.02
Kohn-Sham gap (alpha / beta) in eV: 5.462 / 7.992

Geometry as ORCA input:
```
! RIJCOSX wB97M-V def2-TZVPD def2/J DEFGRID3
* xyz 0 2
La -0.59835 -0.62093 0.79323
Br -0.01412 -3.13105 -0.46982
Br -0.29610 -3.88143 8.38084
S -1.40128 -0.69137 -2.33501
S -3.22582 -2.24550 -0.08437
S -0.70724 1.93151 2.10573
S 2.61240 -1.71398 2.50038
S -3.50690 1.10767 -0.45948
P 1.75707 0.58253 -2.18993
P 2.36967 3.82463 -1.65327
O -0.43256 -2.71301 2.48749
O -2.66199 -0.24213 2.12100
O -0.24697 -0.74008 4.16146
N -3.02175 0.80923 2.81964
N -1.05523 -5.44642 2.07940
N -0.00431 -6.67024 3.61918
C 2.92389 1.16146 -0.85318
C -1.21478 5.44887 -0.32253
C 0.01638 4.80912 -0.32255
C 3.95558 6.09800 -1.76883
C -0.31816 -3.55055 6.50963
C -0.31729 -1.97340 4.71960
C -0.21536 -7.44575 2.50034
C -1.26252 -7.22116 0.29331
C 1.95340 -3.12103 -3.84547
C 0.70620 4.60671 -1.50923
C -2.86498 -1.66380 -2.84517
C -2.20835 1.90099 2.91200
C 1.61310 -1.82409 -3.50816
C 0.15460 5.08272 -2.69929
C 2.53964 2.55462 -0.27352
C -0.50318 -5.49652 3.34074
C 3.65128 -3.10482 -2.14910
C -0.27849 -2.22986 6.07830
C -0.89199 -6.69157 1.52265
C -4.21957 0.79625 3.44080
C 3.84665 6.70823 0.92698
C 2.57756 1.18485 -3.73573
C 4.57801 7.24429 -1.29470
C -0.21561 -9.29149 1.00503
C 3.25899 5.25797 -0.90447
C -0.38748 -4.60751 5.63772
C -1.74625 5.94021 -1.50617
C -3.84750 2.96620 4.34470
C 3.30449 -1.80633 -1.80231
C -1.88106 1.01532 -2.73750
C 4.52543 1.58618 -5.09428
C -0.45162 -4.35789 4.26285
C 3.21851 5.56745 0.45404
C 1.78193 1.70430 -4.75232
C -3.24520 -2.73980 -1.83160
C 3.95078 1.09707 -3.93193
C -0.41488 -3.04151 3.81555
C -2.63857 2.98593 3.69301
C 2.98089 -3.76208 -3.16681
C -4.96002 -0.01155 -0.51544
C -0.91903 -8.53698 0.05535
C 4.51737 7.55425 0.05463
C 2.35374 2.18013 -5.92174
C 2.28006 -1.15665 -2.47996
C 3.72923 2.13986 -6.08723
C 0.05157 0.33727 5.03467
C -4.77944 -1.35402 0.18341
C -4.66308 1.84311 4.20316
C -1.05578 5.75970 -2.69688
C -3.24462 1.45669 -2.23367
C 0.14319 -8.76608 2.22955
C 1.72469 -0.71972 1.69666
H 5.59818 1.53612 -5.23099
H -3.32298 2.53284 -2.35771
H 4.58505 0.63279 -3.18717
H 0.42419 4.47196 0.61497
H -1.46361 6.13637 -3.62715
H -1.79040 -6.62406 -0.43872
H 1.62544 2.46912 0.31831
H -0.37433 -5.63197 5.97802
H -5.22299 -0.14771 -1.56292
H 1.42269 -3.63789 -4.63506
H 4.18074 2.52648 -6.99156
H 4.00990 5.84689 -2.82182
H 0.70678 1.74545 -4.61419
H -4.75406 -1.21167 1.26156
H 5.10845 7.89469 -1.97845
H 0.23188 1.19546 4.39629
H -5.60767 -2.01614 -0.07446
H -4.79664 -0.10433 3.29366
H 0.68894 4.92949 -3.63038
H 2.88119 0.40695 -0.06633
H 1.72388 2.58721 -6.70307
H -4.23618 -3.13566 -2.05822
H -4.16051 3.80197 4.95468
H -1.75373 5.56859 0.60970
H 2.69098 4.92200 1.14523
H 0.95058 0.12557 5.61852
H -5.63149 1.78004 4.67576
H 0.82013 -1.31586 -4.04224
H -0.78487 0.55762 5.70585
H -2.61120 -2.14590 -3.78914
H -2.69812 6.45739 -1.50420
H -0.08741 -3.44313 1.94411
H -0.18935 -1.43235 6.79963
H -1.96764 3.83015 3.75099
H -5.77617 0.52283 -0.02701
H 3.81175 6.94386 1.98342
H 3.24734 -4.77944 -3.42168
H 3.83454 -1.31127 -0.99813
H -3.68586 -0.97202 -3.01644
H -4.05809 0.99237 -2.78858
H 4.44805 -3.60988 -1.61826
H -1.81817 1.15896 -3.81826
H 4.99270 8.45162 0.42882
H 3.94649 1.22725 -1.22597
H -2.51743 -3.54881 -1.86416
H 0.04926 -10.31294 0.76435
H -1.19541 -8.99492 -0.88526
H 3.34518 2.88538 0.38201
H -1.56729 -4.69215 1.64857
H -1.10112 1.60588 -2.25699
H 0.68962 -9.34828 2.95876
*
```